{"formula": "C31H15Cl3F7IrNO2S", "method": "ωB97M-V/def2-TZVPD", "charge": 0, "relative_energy_kcal_mol": 44.9, "spin_multiplicity": 2, "e_tot_ha": -3977.679897, "species": ["Ir", "F", "C", "C", "F", "C", "F", "C", "S", "C", "F", "C", "F", "F", "C", "C", "C", "C", "C", "F", "C", "C", "C", "C", "C", "C", "N", "H", "H", "H", "H", "H", "H", "Cl", "C", "C", "C", "Cl", "C", "O", "C", "C", "O", "C", "H", "H", "H", "Cl", "C", "C", "C", "C", "C", "C", "C", "H", "H", "H", "H", "H", "H"], "xyz": [[-0.10815, -0.37883, -0.06501], [-4.56676, 3.37828, 4.46509], [-4.03682, 2.60568, 3.52039], [-2.66811, 2.54356, 3.35237], [-1.86269, 3.25768, 4.13877], [-2.13257, 1.74010, 2.36038], [-0.80545, 1.71617, 2.23202], [-2.91576, 0.96892, 1.52100], [-2.37209, -0.10241, 0.24504], [-4.29628, 1.04967, 1.71935], [-5.11830, 0.33577, 0.94676], [-4.85504, 1.85270, 2.69273], [-6.17694, 1.90468, 2.84576], [-0.68935, -2.77553, 4.71454], [-0.73650, -2.89100, 3.37799], [-0.38283, -1.80289, 2.61054], [-0.43529, -1.90096, 1.22218], [-0.89495, -3.10147, 0.64191], [-1.21572, -4.16858, 1.48066], [-1.63590, -5.33359, 0.94809], [-1.13968, -4.10176, 2.84938], [-1.06971, -3.08567, -0.80117], [-1.50095, -4.14031, -1.61175], [-1.58402, -3.96136, -2.97476], [-1.23245, -2.73956, -3.53594], [-0.82420, -1.73577, -2.69190], [-0.76206, -1.90266, -1.36532], [-0.11341, -0.88803, 3.11595], [-1.39968, -4.94314, 3.47344], [-1.75507, -5.08489, -1.16371], [-1.91782, -4.77607, -3.60363], [-1.27688, -2.56391, -4.60068], [-0.54528, -0.75934, -3.06275], [3.36297, 1.61306, -6.45892], [2.81195, 1.01722, -4.92659], [3.48601, -0.05167, -4.32496], [3.06723, -0.54397, -3.11664], [3.92592, -1.85255, -2.38629], [1.93081, -0.02196, -2.42690], [1.60840, -0.57049, -1.31056], [1.29354, 1.08114, -3.05539], [0.22419, 1.81093, -2.42438], [-0.28566, 1.56536, -1.33670], [1.74048, 1.58060, -4.29439], [4.34662, -0.48971, -4.81182], [-0.14931, 2.68209, -2.98317], [1.22711, 2.42558, -4.73661], [3.51638, 5.65740, 1.55809], [2.96945, 4.01075, 1.46034], [2.25565, 3.46359, 2.51233], [1.81300, 2.15550, 2.41866], [2.06200, 1.37482, 1.28757], [1.60250, -0.04188, 1.22085], [2.83146, 1.94716, 0.26691], [3.27742, 3.25444, 0.34088], [2.05318, 4.05523, 3.39430], [1.26972, 1.72766, 3.25110], [1.44404, -0.44561, 2.21045], [2.34092, -0.64618, 0.70203], [3.12151, 1.34484, -0.57766], [3.87919, 3.68113, -0.45020]], "atomic_forces_ev_per_a": [[0.4, 0.5, -0.3], [0.0, 0.0, 0.0], [0.0, 0.0, 0.0], [0.0, 0.0, 0.0], [0.0, 0.0, 0.0], [-0.1, 0.0, 0.0], [0.1, 0.0, 0.0], [-0.2, 0.0, -0.1], [-0.2, -0.1, 0.2], [0.1, 0.1, 0.1], [0.0, 0.0, 0.0], [0.1, 0.0, 0.0], [0.0, 0.0, 0.0], [0.0, 0.0, 0.0], [0.0, 0.0, 0.1], [-0.1, -0.1, -0.1], [0.2, -0.1, -0.1], [0.0, 0.0, 0.2], [0.0, 0.0, -0.1], [0.0, 0.0, 0.0], [0.0, 0.0, 0.0], [0.1, -0.1, -0.1], [0.1, 0.0, 0.1], [0.0, 0.0, 0.0], [0.0, 0.0, 0.0], [-0.1, 0.1, 0.0], [-0.2, 0.2, -0.2], [-0.1, 0.0, 0.0], [0.0, 0.0, 0.0], [0.0, 0.0, 0.0], [0.0, 0.0, 0.0], [0.0, 0.0, 0.0], [0.0, 0.0, 0.0], [0.0, 0.0, 0.0], [-0.1, 0.0, 0.1], [0.0, -0.1, 0.1], [0.0, 0.0, -0.2], [0.0, 0.0, 0.0], [0.0, -0.1, 0.1], [0.1, -0.2, 0.1], [-0.1, 0.1, 0.0], [0.3, -0.1, 0.0], [-0.1, -0.5, 0.3], [0.1, 0.0, -0.1], [0.0, 0.0, 0.0], [0.0, 0.0, 0.1], [0.0, 0.0, 0.0], [0.0, 0.0, 0.0], [0.0, 0.0, 0.0], [0.0, 0.0, 0.0], [0.0, 0.0, 0.0], [0.0, 0.1, -0.1], [0.1, 0.3, 0.1], [-0.1, 0.0, 0.1], [0.0, 0.0, 0.0], [0.0, 0.0, 0.0], [0.0, 0.0, 0.0], [-0.1, 0.1, 0.0], [-0.1, -0.1, 0.0], [0.0, -0.1, -0.2], [0.0, 0.0, 0.0]]}


{"formula": "C31H15F8N2O6SSbTl", "method": "ωB97M-V/def2-TZVPD", "charge": 1, "relative_energy_kcal_mol": 0.0, "e_tot_ha": -3360.691256, "species": ["Tl", "F", "C", "C", "F", "C", "F", "C", "S", "C", "F", "C", "F", "O", "C", "O", "C", "C", "C", "C", "C", "C", "N", "O", "O", "N", "O", "O", "H", "H", "H", "F", "C", "C", "C", "C", "C", "C", "Sb", "C", "C", "C", "C", "F", "C", "C", "C", "C", "C", "C", "F", "C", "C", "H", "H", "H", "H", "H", "H", "H", "H", "H", "H", "H", "H"], "xyz": [[1.37783, 3.20579, 2.05970], [-2.87867, -1.54439, 5.74000], [-1.88494, -1.52370, 4.86851], [-1.20945, -0.34279, 4.61258], [-1.55479, 0.78134, 5.23747], [-0.17196, -0.34248, 3.70467], [0.47956, 0.83394, 3.52597], [0.22929, -1.47636, 3.00912], [1.66555, -1.45690, 1.98694], [-0.46795, -2.64915, 3.29674], [-0.14621, -3.79309, 2.70359], [-1.50716, -2.68191, 4.21061], [-2.14412, -3.81711, 4.45884], [-1.06423, -0.34398, 0.47454], [-0.77954, 0.84869, 0.69894], [0.40685, 1.29618, 0.66107], [-1.86015, 1.86935, 0.89491], [-1.81807, 2.71176, 1.99283], [-2.64159, 3.81644, 2.02681], [-3.57503, 4.08050, 1.04668], [-3.62505, 3.18683, -0.00657], [-2.77824, 2.10053, -0.11954], [-4.59875, 3.43418, -1.09743], [-5.32263, 4.39297, -0.97922], [-4.59089, 2.65552, -2.02372], [-2.41054, 4.79508, 3.10185], [-3.30762, 5.53160, 3.41022], [-1.29226, 4.78628, 3.59836], [-1.17148, 2.50337, 2.83426], [-4.22310, 4.94450, 1.08580], [-2.82702, 1.46666, -0.99505], [6.98984, 0.31147, -1.72246], [5.71661, 0.05091, -1.40945], [5.27853, 0.32913, -0.12940], [3.95919, 0.04606, 0.19524], [3.10092, -0.50109, -0.75391], [3.57268, -0.75991, -2.04044], [4.88798, -0.48505, -2.37779], [1.07254, -0.99562, -0.37761], [0.79397, -2.95639, -1.09056], [0.48913, -3.13205, -2.44214], [0.40491, -4.40811, -2.97576], [0.63158, -5.48631, -2.14171], [0.54955, -6.71948, -2.64984], [0.94711, -5.33893, -0.80486], [1.03416, -4.06021, -0.27981], [0.24067, 0.18766, -1.94286], [0.90806, 1.34498, -2.33179], [0.37463, 2.16305, -3.31731], [-0.83107, 1.80447, -3.89135], [-1.35021, 2.59006, -4.83920], [-1.52116, 0.66546, -3.51932], [-0.97728, -0.14321, -2.53207], [5.96823, 0.74499, 0.59222], [3.60910, 0.25022, 1.19921], [2.91625, -1.17700, -2.79649], [5.27478, -0.67812, -3.36883], [0.32045, -2.28481, -3.09181], [0.16961, -4.57379, -4.01791], [1.12522, -6.21412, -0.19550], [1.29759, -3.93243, 0.75647], [1.85036, 1.61666, -1.87176], [0.87789, 3.06213, -3.64595], [-2.46483, 0.43128, -3.99289], [-1.52461, -1.02153, -2.21185]], "atomic_forces_ev_per_a": [[0.0, 0.0, -0.1], [0.1, 0.0, -0.1], [-0.1, 0.0, 0.1], [0.0, 0.1, 0.0], [0.0, 0.0, 0.0], [0.1, 0.1, 0.0], [0.0, -0.1, 0.1], [0.0, 0.0, 0.0], [-0.2, 0.0, -0.1], [0.0, 0.0, -0.1], [0.1, 0.0, -0.1], [-0.1, 0.0, 0.0], [0.0, 0.0, 0.0], [0.3, -0.2, 0.0], [-0.2, 0.3, -0.1], [0.1, -0.1, 0.3], [0.0, 0.0, 0.0], [0.1, -0.1, 0.0], [0.0, 0.1, -0.1], [-0.1, 0.0, 0.0], [0.0, 0.0, 0.0], [-0.1, -0.1, 0.0], [0.0, 0.0, 0.0], [-0.1, 0.1, 0.0], [0.0, -0.1, -0.1], [0.0, -0.1, 0.2], [-0.1, 0.1, -0.1], [0.0, 0.0, 0.0], [0.0, 0.1, 0.0], [0.0, 0.0, 0.0], [0.0, 0.0, 0.0], [0.0, 0.0, 0.0], [0.0, 0.0, 0.0], [0.0, 0.0, 0.0], [0.0, 0.1, -0.1], [0.0, -0.1, 0.1], [0.0, 0.0, 0.0], [0.0, 0.0, 0.0], [0.0, 0.0, -0.1], [0.0, 0.1, -0.1], [0.0, -0.1, 0.1], [0.0, 0.1, 0.0], [0.0, -0.1, 0.0], [0.0, 0.0, 0.0], [0.0, 0.0, 0.1], [0.0, -0.1, -0.1], [0.0, 0.0, 0.0], [-0.1, -0.1, -0.1], [0.0, 0.0, 0.0], [0.0, 0.0, 0.0], [0.0, 0.0, 0.0], [0.0, 0.0, 0.0], [0.0, 0.1, 0.1], [0.0, 0.0, 0.0], [0.0, 0.0, 0.0], [0.0, 0.0, 0.0], [0.0, 0.0, 0.0], [0.0, 0.0, 0.0], [0.0, 0.0, 0.0], [0.0, 0.0, 0.0], [0.0, 0.0, 0.1], [0.0, 0.0, 0.0], [0.0, 0.0, 0.0], [0.0, 0.0, 0.0], [0.0, 0.0, 0.0]]}


{"formula": "C31H16AsCl2F4N4PtS", "method": "ωB97M-V/def2-TZVPD", "charge": 3, "e_tot_ha": -5481.843837, "species": ["Pt", "S", "C", "C", "C", "C", "C", "C", "As", "C", "C", "C", "C", "C", "C", "C", "C", "C", "C", "C", "C", "H", "H", "H", "H", "H", "H", "H", "H", "H", "H", "H", "H", "H", "H", "F", "C", "C", "F", "C", "C", "C", "F", "C", "C", "C", "N", "C", "N", "F", "C", "C", "N", "C", "N", "Cl", "C", "Cl", "H", "H"], "xyz": [[-1.17202, 0.33288, -0.81183], [-0.34440, -0.95075, 3.19937], [0.99491, -1.83469, 2.43975], [1.99787, -2.29921, 3.28419], [3.06252, -3.02831, 2.77115], [3.10756, -3.31721, 1.41795], [2.08954, -2.88338, 0.57328], [1.02831, -2.13306, 1.06885], [-0.34439, -1.76791, -0.23871], [0.43992, -0.88443, -1.75296], [-0.34406, -0.87249, -2.93943], [0.09965, -0.16190, -4.05289], [1.31352, 0.49696, -4.00064], [2.09724, 0.49840, -2.83263], [1.67193, -0.17135, -1.71433], [-1.36984, -3.30173, -0.68263], [-2.72364, -3.29935, -0.35485], [-3.48050, -4.42580, -0.64013], [-2.88744, -5.52348, -1.24970], [-1.53533, -5.51196, -1.57628], [-0.76073, -4.40092, -1.28798], [1.94044, -2.09763, 4.34656], [3.84113, -3.38102, 3.43387], [3.92668, -3.89494, 1.01063], [2.13900, -3.14192, -0.47780], [-1.24614, -1.47242, -3.00027], [-0.49009, -0.15916, -4.95937], [1.67534, 1.01757, -4.87867], [3.04681, 1.01708, -2.82659], [2.27816, -0.19243, -0.81666], [-3.18450, -2.43905, 0.11520], [-4.53204, -4.44690, -0.38826], [-3.48324, -6.39820, -1.47353], [-1.08470, -6.37075, -2.05477], [0.29171, -4.39875, -1.54254], [-2.13061, 3.89794, 0.56908], [-0.88834, 4.04586, 0.99030], [-0.48297, 3.55388, 2.15714], [-1.30070, 2.85961, 2.93807], [0.88600, 3.77482, 2.61159], [1.57565, 4.90931, 2.01817], [1.18166, 5.37981, 0.81318], [1.90067, 6.24888, 0.15746], [0.06696, 4.73250, 0.12155], [0.01973, 4.51603, -1.22107], [-0.73005, 3.34601, -1.60424], [-1.15492, 2.28220, -1.66193], [0.87918, 5.09687, -2.19962], [1.57654, 5.56258, -2.98452], [2.68771, 5.32230, 2.57362], [1.47003, 2.87555, 3.46488], [0.85541, 1.59398, 3.54850], [0.40311, 0.54685, 3.40900], [2.75714, 2.98592, 4.07540], [3.80778, 3.04931, 4.53459], [-4.61395, -0.03296, -1.54084], [-4.41813, 1.15935, -0.30239], [-2.91046, 0.82558, 0.71837], [-5.22210, 1.11754, 0.42543], [-4.27452, 2.14848, -0.71908]], "atomic_forces_ev_per_a": [[0.0, 0.1, 0.0], [0.0, 0.0, 0.0], [0.0, 0.0, 0.0], [0.0, 0.0, 0.0], [0.0, 0.0, 0.0], [0.0, 0.0, 0.0], [0.0, 0.0, 0.0], [0.0, 0.0, 0.0], [0.0, -0.1, 0.0], [0.0, 0.0, 0.0], [0.0, 0.0, -0.1], [0.0, 0.0, 0.0], [0.0, 0.0, 0.0], [0.0, 0.0, 0.0], [0.0, 0.0, 0.0], [0.0, 0.0, 0.0], [0.0, 0.0, 0.0], [0.0, 0.0, 0.0], [0.0, 0.0, 0.0], [0.0, 0.0, 0.0], [0.0, 0.0, 0.0], [0.0, 0.0, 0.0], [0.0, 0.0, 0.0], [0.0, 0.0, 0.0], [0.0, 0.0, 0.0], [0.0, 0.0, 0.0], [0.0, 0.0, 0.0], [0.0, 0.0, 0.0], [0.0, 0.0, 0.0], [0.0, 0.0, 0.0], [0.0, 0.0, 0.0], [0.0, 0.0, 0.0], [0.0, 0.0, 0.0], [0.0, 0.0, 0.0], [0.0, 0.0, 0.0], [0.0, 0.0, 0.0], [0.0, 0.0, 0.0], [0.0, 0.0, 0.0], [0.0, 0.0, 0.0], [0.0, 0.0, 0.0], [0.0, 0.0, 0.0], [0.0, 0.0, 0.0], [0.0, 0.0, 0.0], [0.0, 0.0, 0.0], [0.0, -0.1, -0.1], [0.1, 0.0, 0.1], [-0.1, 0.0, 0.0], [0.0, 0.1, 0.1], [0.0, -0.1, -0.1], [0.0, 0.0, 0.0], [0.0, -0.1, 0.1], [0.0, 0.0, 0.0], [0.0, 0.0, 0.0], [0.0, 0.1, -0.1], [0.0, -0.1, 0.1], [0.0, 0.0, 0.0], [0.0, 0.0, 0.0], [0.0, 0.0, 0.0], [0.0, 0.0, 0.0], [0.0, 0.0, 0.0]]}